Record 1
# C32H72O25

A cluster of 11 separate species, C32H72O25 in total (wB97M-V/def2-TZVPD, OMol25).

CARTESIAN COORDINATES (ANGSTROEM)
C (-5.20, 1.57, 1.27)
C (-5.07, 0.84, -0.08)
O (-3.68, 0.93, -0.67)
C (-3.42, 2.11, -1.20)
O (-4.16, 3.04, -1.33)
O (-2.20, 2.07, -1.70)
C (-1.67, 3.36, -2.10)
H (-4.59, 1.05, 2.00)
H (-6.22, 1.58, 1.68)
H (-4.93, 2.60, 1.02)
H (-5.79, 1.22, -0.81)
H (-5.16, -0.25, -0.06)
H (-2.00, 4.15, -1.41)
H (-1.97, 3.74, -3.10)
H (-0.57, 3.24, -2.22)
C (2.24, 4.48, 1.74)
C (2.54, 3.69, 0.50)
O (1.78, 4.17, -0.59)
C (2.23, 5.26, -1.20)
O (3.26, 5.86, -1.11)
O (1.28, 5.57, -2.08)
C (1.54, 6.75, -2.93)
H (2.79, 4.04, 2.55)
H (1.20, 4.39, 2.04)
H (2.49, 5.52, 1.69)
H (2.26, 2.63, 0.54)
H (3.59, 3.76, 0.28)
H (1.06, 7.62, -2.51)
H (1.03, 6.48, -3.92)
H (2.58, 6.88, -3.09)
C (6.54, -6.67, 0.70)
C (5.77, -5.36, 0.60)
O (4.67, -5.49, -0.29)
C (4.18, -4.30, -0.74)
O (4.60, -3.23, -0.49)
O (3.17, -4.47, -1.60)
C (2.32, -3.35, -1.99)
H (7.06, -6.82, -0.28)
H (5.91, -7.48, 0.90)
H (7.30, -6.68, 1.43)
H (6.50, -4.63, 0.30)
H (5.37, -5.10, 1.60)
H (3.01, -2.61, -2.47)
H (1.87, -2.93, -1.10)
H (1.54, -3.81, -2.62)
C (-2.65, -1.04, -3.81)
C (-1.96, 0.27, -4.32)
O (-1.93, 0.37, -5.70)
C (-2.58, 1.38, -6.29)
O (-3.16, 2.29, -5.74)
O (-2.40, 1.29, -7.57)
C (-3.08, 2.16, -8.40)
H (-3.66, -0.80, -3.56)
H (-2.22, -1.30, -2.82)
H (-2.44, -1.91, -4.45)
H (-0.93, 0.28, -3.98)
H (-2.52, 1.17, -3.98)
H (-3.36, 1.72, -9.32)
H (-2.46, 3.05, -8.52)
H (-3.97, 2.55, -7.89)
C (1.34, -3.90, 2.45)
C (0.91, -3.65, 3.83)
O (0.51, -2.26, 3.88)
C (-0.46, -1.84, 4.71)
O (-0.71, -0.65, 4.78)
O (-1.05, -2.78, 5.38)
C (-2.00, -2.35, 6.39)
H (0.50, -3.68, 1.77)
H (1.61, -4.90, 2.22)
H (2.14, -3.24, 2.16)
H (1.68, -3.88, 4.61)
H (-0.06, -4.24, 4.00)
H (-2.79, -3.14, 6.31)
H (-2.29, -1.29, 6.15)
H (-1.47, -2.51, 7.31)
C (-2.56, 3.85, 1.76)
C (-1.59, 2.68, 1.83)
O (-0.79, 2.84, 2.97)
C (0.14, 1.87, 3.09)
O (0.43, 1.07, 2.25)
O (0.76, 2.04, 4.29)
C (1.85, 1.14, 4.59)
H (-3.38, 3.70, 1.03)
H (-2.12, 4.82, 1.52)
H (-3.09, 3.92, 2.65)
H (-0.95, 2.67, 0.94)
H (-2.23, 1.83, 1.87)
H (2.75, 1.43, 3.98)
H (1.50, 0.14, 4.39)
H (2.06, 1.26, 5.67)
C (-2.85, -2.82, 0.24)
C (-2.39, -2.04, 1.41)
O (-3.00, -2.64, 2.64)
C (-4.32, -2.42, 2.80)
O (-5.03, -1.79, 2.01)
O (-4.65, -2.97, 3.95)
C (-6.02, -3.00, 4.22)
H (-2.32, -2.44, -0.68)
H (-3.89, -2.61, 0.04)
H (-2.53, -3.88, 0.37)
H (-2.61, -0.99, 1.35)
H (-1.36, -2.30, 1.54)
H (-6.37, -2.09, 4.73)
H (-6.18, -3.92, 4.82)
H (-6.54, -3.10, 3.25)
C (4.47, -0.48, 1.57)
O (3.94, 0.88, 1.66)
H (3.93, -1.08, 0.87)
H (5.47, -0.29, 1.21)
H (4.53, -0.91, 2.57)
H (2.95, 0.76, 1.69)
C (2.36, -0.40, -4.84)
O (1.43, 0.05, -3.88)
H (1.88, -1.18, -5.45)
H (2.66, 0.36, -5.60)
H (3.28, -0.82, -4.39)
H (1.95, 0.69, -3.38)
C (4.05, 0.66, -1.72)
O (3.26, 1.63, -2.39)
H (4.97, 0.49, -2.24)
H (4.27, 1.02, -0.68)
H (3.52, -0.24, -1.65)
H (3.71, 2.45, -2.52)
C (0.16, -0.34, -0.87)
O (0.39, -1.09, 0.33)
H (0.63, -0.95, -1.68)
H (-0.91, -0.29, -1.10)
H (0.62, 0.69, -0.84)
H (0.21, -0.47, 1.07)

Values from the calculation:
multiplicity: 1
SMILES: CCOC(=O)OC.CCOC(=O)OC.CCOC(=O)OC.CCOC(=O)OC.CCOC(=O)OC.CCOC(=O)OC.CCOC(=O)OC.CO.CO.CO.CO
LUMO level: 0.0218 Ha

---

Record 2
# C32H74N10O12Tl

A structure of composition C32H74N10O12Tl (wB97M-V/def2-TZVPD, OMol25).

CARTESIAN COORDINATES (ANGSTROEM)
Tl (-0.26, 0.24, 0.20)
O (1.05, -2.53, 0.11)
C (2.37, -2.47, -0.54)
C (2.70, -1.36, -1.70)
O (2.16, -0.08, -1.60)
H (2.68, -3.48, -0.83)
H (3.13, -2.44, 0.23)
H (2.36, -1.80, -2.64)
H (3.75, -1.23, -1.98)
C (-4.04, -2.77, -1.64)
C (-2.53, -2.62, -1.75)
O (-1.97, -1.79, -1.03)
N (-1.96, -3.42, -2.67)
C (-0.54, -3.63, -2.88)
H (-4.38, -1.77, -1.38)
H (-4.39, -3.55, -0.97)
H (-4.26, -2.95, -2.69)
H (-2.52, -4.11, -3.15)
H (-0.11, -4.52, -2.43)
H (-0.06, -2.70, -2.59)
H (-0.45, -3.82, -3.95)
C (1.53, -5.70, 1.30)
C (0.09, -6.10, 1.14)
O (-0.22, -7.22, 1.57)
N (-0.71, -5.27, 0.46)
C (-2.09, -5.42, 0.08)
H (1.59, -4.83, 1.94)
H (1.94, -5.42, 0.32)
H (2.23, -6.44, 1.68)
H (-0.22, -4.39, 0.40)
H (-2.60, -4.47, 0.22)
H (-2.59, -6.21, 0.65)
H (-2.16, -5.58, -0.99)
C (-4.32, 1.89, -1.86)
C (-4.07, 1.59, -0.43)
O (-3.03, 1.06, -0.12)
N (-5.02, 1.95, 0.40)
C (-4.89, 1.86, 1.82)
H (-5.32, 2.29, -2.00)
H (-4.23, 0.97, -2.43)
H (-3.60, 2.61, -2.26)
H (-5.89, 2.33, 0.04)
H (-5.79, 1.44, 2.26)
H (-4.87, 2.86, 2.27)
H (-4.06, 1.24, 2.17)
C (-1.82, 5.05, -1.08)
C (-0.82, 4.01, -1.47)
O (-0.57, 3.06, -0.78)
N (-0.11, 4.30, -2.52)
C (0.91, 3.49, -3.15)
H (-1.38, 5.74, -0.36)
H (-2.69, 4.58, -0.63)
H (-2.09, 5.67, -1.93)
H (-0.30, 5.16, -3.01)
H (0.66, 3.17, -4.16)
H (1.10, 2.56, -2.62)
H (1.86, 4.03, -3.11)
C (2.46, -0.25, 4.87)
C (2.05, -0.79, 3.53)
O (1.19, -0.19, 2.85)
N (2.53, -1.93, 3.05)
C (3.59, -2.78, 3.56)
H (2.51, -1.04, 5.62)
H (1.70, 0.47, 5.19)
H (3.45, 0.19, 4.85)
H (2.14, -2.15, 2.14)
H (4.16, -3.28, 2.77)
H (3.13, -3.57, 4.16)
H (4.32, -2.25, 4.18)
C (-1.36, 1.59, 4.50)
C (-1.39, 2.44, 3.32)
O (-1.46, 2.03, 2.14)
N (-1.39, 3.72, 3.57)
C (-1.57, 4.73, 2.60)
H (-1.77, 0.62, 4.23)
H (-1.99, 2.04, 5.26)
H (-0.33, 1.49, 4.85)
H (-1.31, 4.08, 4.51)
H (-1.10, 4.59, 1.63)
H (-1.33, 5.71, 3.02)
H (-2.61, 4.78, 2.26)
C (-1.97, -0.12, -4.71)
C (-0.88, 0.22, -3.73)
O (-1.23, 0.64, -2.61)
N (0.40, -0.02, -4.04)
C (0.88, -0.44, -5.33)
H (-1.93, 0.27, -5.73)
H (-2.89, 0.28, -4.31)
H (-2.19, -1.18, -4.88)
H (1.08, 0.20, -3.32)
H (0.81, 0.46, -5.93)
H (0.26, -1.26, -5.67)
H (1.91, -0.80, -5.33)
C (2.55, 4.15, 2.33)
C (2.78, 2.79, 1.62)
O (1.83, 2.24, 1.09)
N (3.99, 2.17, 1.77)
C (4.33, 0.86, 1.24)
H (2.82, 4.03, 3.38)
H (1.49, 4.36, 2.24)
H (3.26, 4.91, 2.00)
H (4.75, 2.70, 2.18)
H (3.56, 0.24, 1.69)
H (5.34, 0.47, 1.34)
H (4.05, 0.80, 0.18)
C (-4.32, -1.57, 2.00)
C (-2.95, -1.59, 2.53)
O (-2.12, -0.74, 2.21)
N (-2.58, -2.77, 3.09)
C (-1.24, -2.89, 3.66)
H (-4.93, -1.09, 2.76)
H (-4.75, -2.53, 1.74)
H (-4.44, -1.00, 1.08)
H (-3.27, -3.48, 3.28)
H (-1.08, -2.19, 4.48)
H (-0.46, -2.74, 2.91)
H (-0.97, -3.88, 4.01)
C (4.35, 0.92, -4.41)
C (4.81, 2.06, -3.60)
O (5.63, 2.84, -4.02)
N (4.25, 2.12, -2.45)
C (4.41, 3.23, -1.50)
H (3.56, 0.34, -3.93)
H (5.25, 0.34, -4.58)
H (4.06, 1.26, -5.40)
H (3.59, 1.38, -2.26)
H (4.75, 4.18, -1.91)
H (5.16, 3.03, -0.73)
H (3.47, 3.49, -1.02)

Values from the calculation:
multiplicity: 1
LUMO level: -0.2340 Ha
charge: +1

---

Record 3
# C32H75FN3O21S6

A cluster of 7 separate species, C32H75FN3O21S6 in total (wB97M-V/def2-TZVPD, OMol25).

CARTESIAN COORDINATES (ANGSTROEM)
C (2.41, -3.71, -1.22)
C (2.88, -2.47, -1.91)
O (3.64, -2.38, -2.83)
O (2.26, -1.40, -1.38)
C (2.48, -0.12, -1.99)
C (1.73, 0.03, -3.32)
C (0.74, 1.20, -3.29)
C (-0.43, 0.83, -2.37)
C (-1.80, 1.50, -2.62)
C (-2.99, 0.53, -2.50)
C (-3.50, 0.14, -1.12)
F (-4.39, 1.10, -0.66)
N (-2.41, 0.20, -0.11)
C (-2.86, -0.13, 1.17)
N (-2.34, 0.50, 2.25)
N (-3.78, -1.03, 1.35)
C (-4.73, -1.46, 0.31)
C (-4.18, -1.22, -1.08)
C (-5.28, -1.47, -2.12)
C (-4.98, -2.58, -3.12)
O (-5.65, -3.79, -2.71)
H (1.52, -4.08, -1.72)
H (3.18, -4.47, -1.27)
H (2.15, -3.46, -0.19)
H (3.54, 0.08, -2.10)
H (2.09, 0.57, -1.25)
H (1.15, -0.88, -3.46)
H (2.44, 0.10, -4.13)
H (1.26, 2.06, -2.86)
H (0.41, 1.46, -4.29)
H (-0.15, 1.03, -1.34)
H (-0.57, -0.25, -2.44)
H (-1.82, 1.88, -3.65)
H (-1.94, 2.37, -1.98)
H (-2.74, -0.38, -3.04)
H (-3.85, 0.96, -3.00)
H (-1.68, -0.46, -0.39)
H (-1.34, 0.54, 2.37)
H (-2.91, 1.01, 2.89)
H (-4.17, -1.01, 2.29)
H (-4.94, -2.52, 0.44)
H (-5.66, -0.91, 0.47)
H (-3.37, -1.93, -1.27)
H (-6.19, -1.79, -1.61)
H (-5.55, -0.55, -2.64)
H (-3.91, -2.78, -3.15)
H (-5.31, -2.31, -4.12)
H (-5.02, -4.51, -2.71)
O (1.70, -1.38, 2.16)
S (2.64, -2.34, 2.69)
O (2.32, -3.72, 2.61)
O (2.96, -1.95, 4.19)
C (1.85, -1.76, 5.11)
C (1.26, -3.07, 5.60)
C (4.24, -2.06, 2.04)
H (1.10, -1.13, 4.62)
H (2.28, -1.19, 5.93)
H (0.77, -3.61, 4.79)
H (0.54, -2.86, 6.38)
H (2.05, -3.70, 6.00)
H (4.49, -1.00, 2.12)
H (4.21, -2.36, 0.99)
H (4.95, -2.67, 2.59)
O (1.36, 3.87, 4.07)
S (1.58, 3.90, 2.66)
O (2.87, 3.55, 2.14)
O (1.13, 5.30, 2.09)
C (1.62, 6.50, 2.75)
C (3.05, 6.83, 2.38)
C (0.35, 2.93, 1.85)
H (1.50, 6.38, 3.83)
H (0.94, 7.28, 2.42)
H (3.75, 6.08, 2.77)
H (3.32, 7.80, 2.78)
H (3.16, 6.85, 1.30)
H (-0.62, 3.23, 2.23)
H (0.57, 1.89, 2.10)
H (0.42, 3.08, 0.78)
O (-4.65, -4.71, 0.94)
S (-5.90, -5.34, 1.25)
O (-6.37, -5.28, 2.59)
O (-5.86, -6.83, 0.74)
C (-4.73, -7.67, 1.14)
C (-4.87, -8.17, 2.56)
C (-7.12, -4.73, 0.15)
H (-3.80, -7.12, 1.00)
H (-4.75, -8.49, 0.44)
H (-4.78, -7.36, 3.28)
H (-4.09, -8.90, 2.75)
H (-5.85, -8.64, 2.70)
H (-6.73, -4.79, -0.86)
H (-7.29, -3.69, 0.44)
H (-8.04, -5.29, 0.26)
O (4.32, 9.94, 1.58)
S (5.26, 10.65, 2.41)
O (4.77, 11.62, 3.33)
O (6.37, 11.28, 1.49)
C (5.94, 12.09, 0.36)
C (5.52, 13.48, 0.78)
C (6.28, 9.50, 3.25)
H (5.14, 11.57, -0.16)
H (6.81, 12.12, -0.29)
H (4.61, 13.47, 1.38)
H (5.34, 14.09, -0.11)
H (6.30, 13.96, 1.38)
H (6.67, 8.78, 2.54)
H (5.66, 9.01, 4.00)
H (7.09, 10.05, 3.73)
O (2.21, 4.19, -5.00)
S (2.51, 4.82, -3.75)
O (1.73, 4.47, -2.60)
O (2.49, 6.39, -3.95)
C (1.33, 6.97, -4.60)
C (0.13, 7.09, -3.68)
C (4.21, 4.65, -3.38)
H (1.10, 6.38, -5.49)
H (1.68, 7.95, -4.92)
H (-0.26, 6.11, -3.41)
H (-0.65, 7.66, -4.18)
H (0.41, 7.61, -2.76)
H (4.79, 4.95, -4.25)
H (4.38, 3.61, -3.14)
H (4.45, 5.28, -2.52)
O (-2.77, -12.36, -0.10)
S (-1.67, -11.61, 0.41)
O (-1.92, -10.33, 1.00)
O (-0.58, -11.47, -0.72)
C (-1.02, -11.01, -2.02)
C (-1.24, -9.51, -2.07)
C (-0.72, -12.59, 1.52)
H (-1.91, -11.56, -2.30)
H (-0.22, -11.31, -2.69)
H (-2.09, -9.21, -1.45)
H (-1.43, -9.21, -3.10)
H (-0.36, -8.98, -1.70)
H (-0.51, -13.54, 1.05)
H (-1.33, -12.72, 2.41)
H (0.19, -12.05, 1.76)

Values from the calculation:
multiplicity: 1
LUMO level: -0.1158 Ha
charge: +1